(1)
# C6H14NO4S2

A 2-piece molecular cluster, C6H14NO4S2 overall (the ωB97M-V functional and the def2-TZVPD basis, OMol25).

CARTESIAN COORDINATES (ANGSTROEM)
C1 -0.4931 1.3884 0.7878
C2 -0.6926 3.1222 -0.8736
C3 -0.1362 -3.4939 -1.1219
C4 -0.3943 2.7000 0.4151
C5 -1.2477 -2.4381 -0.9410
C6 -1.0280 -1.4814 0.2243
N1 1.6981 -0.1122 2.1560
O1 -0.1691 0.1063 -1.7148
O2 -2.4137 0.4583 -0.6104
O3 2.7792 2.3898 1.7826
O4 3.3086 0.2600 0.2032
S1 -0.9569 0.2179 -0.5249
S2 2.1114 0.7008 0.9239
H1 -1.6588 3.5993 -1.0096
H2 -0.0037 3.7769 -1.3499
H3 -0.6947 2.2028 -1.4889
H4 0.8187 -3.0492 -1.2766
H5 -0.2108 -4.1753 -0.3726
H6 -0.2291 -3.9830 -2.0993
H7 3.0613 2.1479 2.7446
H8 -0.2895 3.4790 1.1845
H9 -2.2750 -2.9524 -0.9238
H10 -1.2771 -1.8583 -1.9092
H11 -1.6758 -1.4174 1.1550
H12 0.0162 -1.6659 0.5605
H13 -0.2067 1.0238 1.7286
H14 2.2595 -0.9464 2.3505

spin multiplicity	1
total charge	-1
highest occupied orbital energy	-4.028	eV
energy above the lowest of the compared OMol25 structures with the same formula, charge and spin	400.2	kJ/mol
frontier orbital gap	7.21	eV


(2)
# C4H10N2

One molecule with the formula C4H10N2 (the ωB97M-V functional and the def2-TZVPD basis, OMol25).

CARTESIAN COORDINATES (ANGSTROEM)
C1 -0.1744 -0.9517 -0.3008
C2 0.5002 1.1154 1.0956
C3 1.1372 -1.4424 0.2566
C4 -1.2700 1.1058 -0.7412
N1 -0.8398 -1.7509 -1.0265
N2 -0.3304 0.3908 0.1063
H1 1.5756 1.3515 0.7679
H2 0.6793 0.4979 1.9982
H3 0.0190 2.0441 1.3683
H4 1.6426 -0.7214 0.9596
H5 1.8360 -1.5524 -0.5277
H6 1.1780 -2.3962 0.8942
H7 -2.2686 0.9440 -0.5411
H8 -1.1157 2.1759 -0.7486
H9 -1.1436 0.7006 -1.7589
H10 -1.4254 -1.5109 -1.8019

SMILES	[H]/N=C(/C)N(C)C
spin multiplicity	1
highest occupied orbital energy	-8.527	eV
energy above the lowest of the compared OMol25 structures with the same formula, charge and spin	179.3	kJ/mol
frontier orbital gap	9.40	eV


(3)
# C8H16N2O3P

An isolated ion of composition C8H16N2O3P and charge -1 (the ωB97M-V functional and the def2-TZVPD basis, OMol25).

CARTESIAN COORDINATES (ANGSTROEM)
C1 0.4625 1.6998 -0.3478
C2 -1.7412 0.7341 0.3353
C3 -3.2229 0.8104 -0.2216
C4 -1.7000 0.7731 1.7994
C5 1.6269 -2.3267 -1.3684
C6 1.4687 -1.3066 -0.1919
C7 2.5410 -0.2507 -0.2370
C8 2.2697 0.8760 0.7949
N1 -0.9199 1.7512 -0.2363
N2 0.9190 1.3044 0.8035
O1 -1.5368 -2.0726 1.1120
O2 0.9772 2.1100 -1.3866
O3 -1.8141 -1.5679 -1.3733
P1 -1.3539 -1.1789 -0.0430
H1 -3.8091 0.0289 0.3085
H2 -3.0327 0.4860 -1.2902
H3 -3.5670 1.8647 -0.1755
H4 -0.7296 0.5079 2.1867
H5 -2.5602 0.2555 2.2350
H6 -1.7960 1.8391 2.2164
H7 0.8051 -2.8571 -1.2615
H8 1.6694 -1.8151 -2.3094
H9 2.5607 -2.9034 -1.3824
H10 0.5629 -0.7972 -0.3291
H11 1.3819 -1.7010 0.7429
H12 3.6216 -0.6725 -0.0487
H13 2.6223 0.1078 -1.2430
H14 2.9493 1.8211 0.3703
H15 2.6280 0.5264 1.7478
H16 -1.2824 1.9533 -1.2073

SMILES	CCCC/N=C(\[O-])NC(C)(C)P(=O)=O
spin multiplicity	1
total charge	-1
highest occupied orbital energy	-3.989	eV
energy above the lowest of the compared OMol25 structures with the same formula, charge and spin	23.1	kJ/mol
frontier orbital gap	7.17	eV


(4)
# C4H8O3

One molecule with the formula C4H8O3 (the ωB97M-V functional and the def2-TZVPD basis, OMol25).

CARTESIAN COORDINATES (ANGSTROEM)
C1 -0.6289 -1.3361 -1.4663
O1 -0.4593 -1.4088 -0.0478
C2 -0.8185 -0.3235 0.6854
O2 -1.9541 -0.0262 0.9548
C3 0.3821 0.4863 1.1419
C4 1.2182 0.8216 -0.0924
O3 -0.0307 1.6430 1.8151
H1 -1.6521 -1.5818 -1.7540
H2 0.0744 -2.0613 -1.8811
H3 -0.3687 -0.3460 -1.8587
H4 0.9735 -0.1564 1.8136
H5 1.4352 -0.0946 -0.6442
H6 2.1653 1.2859 0.1797
H7 0.6604 1.5112 -0.7358
H8 -0.9968 1.5868 1.8898

SMILES	COC(=O)[C@@H](C)O
spin multiplicity	1
highest occupied orbital energy	-10.583	eV
energy above the lowest of the compared OMol25 structures with the same formula, charge and spin	128.2	kJ/mol
frontier orbital gap	11.32	eV


(5)
# C6H12N2

One molecule with the formula C6H12N2 (the ωB97M-V functional and the def2-TZVPD basis, OMol25).

CARTESIAN COORDINATES (ANGSTROEM)
C1 -3.0581 0.1570 -0.3121
C2 0.3399 -1.9858 -0.1203
C3 2.0293 1.7920 0.2205
N1 -2.0015 -0.2033 0.6023
C4 0.2772 -0.5233 0.0349
C5 1.8300 0.3205 -0.0433
C6 -0.5163 0.4090 0.4309
N2 2.7513 -0.4659 -0.4008
H1 -2.0411 -1.1727 0.8948
H2 3.6886 -0.0546 -0.4277
H3 -0.5870 1.4789 0.4097
H4 -3.0593 -0.4069 -1.2576
H5 -2.9725 1.2179 -0.5561
H6 -4.0358 -0.0207 0.1484
H7 1.3553 -2.2287 -0.4396
H8 0.1347 -2.4957 0.8216
H9 -0.3817 -2.3211 -0.8679
H10 1.4454 2.3865 -0.4832
H11 3.0804 2.0724 0.1101
H12 1.7213 2.0442 1.2354

SMILES	[H]/N=C(C)/C(C)=C/NC
spin multiplicity	1
highest occupied orbital energy	-7.961	eV
energy above the lowest of the compared OMol25 structures with the same formula, charge and spin	286.0	kJ/mol
frontier orbital gap	8.95	eV


(6)
# C5H13NOS

A 2-piece molecular cluster, C5H13NOS overall (the ωB97M-V functional and the def2-TZVPD basis, OMol25).

CARTESIAN COORDINATES (ANGSTROEM)
C1 -0.2212 0.7223 -3.5076
C2 -1.3828 -0.0010 -2.8386
C3 -1.1102 -0.2685 -1.3685
S1 -2.4485 -1.2749 -0.6492
H1 -0.3449 0.7824 -4.5866
H2 0.7254 0.2305 -3.2821
H3 -0.1300 1.7433 -3.1260
H4 -2.3036 0.5728 -2.9609
H5 -1.5456 -0.9617 -3.3339
H6 -1.0458 0.6623 -0.8062
H7 -0.1675 -0.7951 -1.2517
H8 -1.8188 -1.4673 0.5160
C4 0.2020 0.2349 2.2643
N1 1.1590 0.5222 3.1708
C5 2.1862 -0.4355 3.5581
O1 0.0174 -0.8619 1.7808
H9 -0.4255 1.1042 2.0140
H10 1.3118 1.4814 3.4291
H11 1.9129 -1.4059 3.1691
H12 2.2748 -0.4564 4.6433
H13 3.1550 -0.1281 3.1658

SMILES	CNC=O.CCCS
spin multiplicity	1
highest occupied orbital energy	-8.448	eV
energy above the lowest of the compared OMol25 structures with the same formula, charge and spin	27.0	kJ/mol
frontier orbital gap	9.18	eV


(7)
# C12H13BrInO

C12H13BrInO as an isolated structure (the ωB97M-V functional and the def2-TZVPD basis, OMol25).

CARTESIAN COORDINATES (ANGSTROEM)
C1 0.8913 -1.6532 -0.9188
C2 0.8710 -2.5055 0.2196
C3 -0.3706 -3.1797 0.2448
H1 1.6887 -2.6436 0.9231
C4 -1.1455 -2.7190 -0.8623
C5 -0.3787 -1.7537 -1.5620
H2 -0.6877 -1.1919 -2.4437
H3 1.7630 -1.0916 -1.2573
H4 -0.6629 -3.9439 0.9632
H5 -2.1480 -3.0641 -1.1178
In1 0.5118 1.2949 -0.3866
Br1 2.6290 0.9699 0.8874
C6 -0.4585 3.6399 -0.4746
C7 -0.7452 3.1953 -1.7984
C8 0.4731 2.7945 -2.4188
H6 -1.7177 3.2515 -2.2857
C9 1.5469 3.0673 -1.5030
C10 0.9631 3.6199 -0.3016
H7 1.5129 4.0918 0.5075
H8 -1.1644 4.0994 0.2142
H9 0.5979 2.4874 -3.4569
H10 2.6094 3.0446 -1.7314
C11 -1.5364 -2.1789 3.0925
C12 -0.2663 -1.5591 2.9856
O1 0.7715 -1.0582 3.1374
H11 -2.0705 -2.0389 2.1358
H12 -2.1066 -1.7141 3.9212
H13 -1.3706 -3.2613 3.2866

spin multiplicity	1
total charge	-1
highest occupied orbital energy (alpha / beta)	-2.086 / -1.953	eV
frontier orbital gap (alpha / beta)	4.12 / 3.66	eV


(8)
# C7H66O31

A 29-piece molecular cluster, C7H66O31 overall (the ωB97M-V functional and the def2-TZVPD basis, OMol25).

CARTESIAN COORDINATES (ANGSTROEM)
O1 0.0863 -2.3503 3.0338
C1 0.8111 -1.8964 2.0060
O2 1.7854 -2.6008 1.1589
C2 2.4554 -1.8353 0.0966
C3 1.7092 -0.3829 -0.1263
C4 0.8141 -0.3824 1.2902
C5 -0.4789 0.5817 1.4264
C6 -1.8758 -0.1299 0.5837
C7 -1.4756 -1.3502 -0.5832
O3 -2.1649 -1.6375 0.8841
H1 2.3560 -2.3914 -0.9312
H2 3.5980 -1.7355 0.3333
H3 1.1271 -0.1744 -1.1210
H4 2.5714 0.4111 0.0718
H5 1.6026 0.1610 2.0096
H6 -0.8792 0.7763 2.5079
H7 -0.3293 1.5821 0.8145
H8 -2.8321 0.6377 0.3085
H9 -0.6034 -2.0960 -0.3820
H10 -2.4667 -1.8067 -1.0544
O4 1.5136 -2.0699 -3.0311
H11 2.1645 -2.3867 -3.6753
H12 0.7257 -2.6042 -3.2123
O5 2.4264 -0.6350 -5.2560
H13 2.8938 0.2113 -5.1912
H14 1.7836 -0.4936 -5.9672
O6 5.0044 1.1579 -4.6619
H15 5.2398 0.5818 -3.9192
H16 5.8596 1.4276 -5.0293
O7 1.2264 -3.4528 5.8786
H17 1.6938 -2.6065 5.9435
H18 0.5836 -3.3113 5.1674
O8 4.5264 -3.0778 -5.2027
H19 4.9938 -2.2315 -5.1378
H20 3.8836 -2.9363 -5.9138
O9 -3.4392 -1.0876 -3.0902
H21 -3.2975 -0.5002 -3.8478
H22 -4.1595 -1.6692 -3.3763
O10 2.5899 -0.9840 7.6501
H23 1.7600 -1.1922 8.1048
H24 3.2717 -1.1552 8.3170
O11 -3.4010 2.9505 0.6882
H25 -2.9336 3.7968 0.7530
H26 -4.0438 3.0920 -0.0230
O12 5.8035 -1.1178 8.0760
H27 6.4379 -0.4112 7.8830
H28 5.2802 -1.1908 7.2637
O13 -1.9087 -1.8443 5.9475
H29 -1.5714 -2.0203 5.0564
H30 -1.4983 -2.5318 6.4933
O14 -2.5965 0.4467 -5.6285
H31 -1.9621 1.1533 -5.8215
H32 -3.1198 0.3736 -6.4408
O15 2.0128 -2.6093 -7.0375
H33 2.4838 -1.7883 -7.2447
H34 1.3250 -2.6628 -7.7180
O16 -2.9326 2.6669 -2.2397
H35 -2.6680 2.4143 -1.3424
H36 -2.9779 1.8245 -2.7164
O17 6.1035 -0.2584 5.5271
H37 6.7379 0.4482 5.3342
H38 5.5802 -0.3315 4.7149
O18 4.2699 1.9081 8.8467
H39 5.1153 1.4399 8.9175
H40 3.6364 1.2135 8.6120
O19 -3.6227 0.5914 5.8595
H41 -4.5046 0.4412 6.2316
H42 -3.1512 -0.2372 6.0327
O20 2.5188 0.6665 3.7135
H43 2.7756 0.9797 4.5938
H44 2.1917 -0.2319 3.8709
O21 -6.7812 3.0412 0.1896
H45 -6.5244 3.3544 1.0698
H46 -7.1083 2.1427 0.3469
O22 6.8543 1.2501 -2.4548
H47 7.4462 1.6406 -1.7944
H48 6.0745 0.9865 -1.9435
O23 -6.1454 0.6059 -0.8798
H49 -5.5110 1.3125 -1.0728
H50 -6.6687 0.5328 -1.6921
O24 0.2373 1.7045 4.9515
H51 0.8882 1.3877 4.3074
H52 -0.5506 1.1702 4.7703
O25 -4.3719 4.2989 -4.5861
H53 -4.1365 3.7228 -3.8434
H54 -3.5167 4.5685 -4.9535
O26 -5.3988 -1.6937 0.6884
H55 -5.5217 -1.1021 -0.0691
H56 -5.6045 -2.5722 0.3351
O27 1.2845 -4.9497 -4.8419
H57 1.4262 -4.3623 -5.5994
H58 0.5642 -5.5313 -5.1280
O28 -8.7519 -1.2545 1.0501
H59 -8.9607 -2.1764 1.2632
H60 -7.8124 -1.1700 1.2718
O29 -0.6981 3.1085 -4.6447
H61 -0.1062 3.4990 -3.9844
H62 -1.4779 2.8450 -4.1335
O30 -0.0981 4.4371 -2.0641
H63 0.4938 4.8276 -1.4038
H64 -0.8779 4.1736 -1.5529
O31 1.7019 2.1797 -6.6176
H65 2.2938 2.5702 -5.9572
H66 0.9221 1.9161 -6.1064

spin multiplicity	1
highest occupied orbital energy	-9.346	eV
frontier orbital gap	8.85	eV


Maximum force values, unit eV/A, following the record order: 5.06; 3.63; 5.40; 0.61; 8.19; 0.51; 5.00; 8.54.
Electronic energy values, unit eV, following the record order: -37796.86650; -7288.76104; -26967.82602; -10419.67531; -9393.88580; -19768.82155; -89914.70604; -71795.36798.